Molecular formula: C3KO2
Method: DFT, ωB97M-V with the def2-TZVPD basis set

Structure (ORCA input):
```
! RIJCOSX wB97M-V def2-TZVPD def2/J DEFGRID3
* xyz -1 1
O 0.405 -0.367 0.975
C -0.777 1.515 1.220
C -0.999 1.349 -0.040
O -0.620 0.210 -0.795
C -0.192 -0.838 -0.034
K 2.184 -1.869 -1.325
*
```

Properties
Kohn-Sham gap: 2.9 eV
energy relative to the best compared isomer or geometry (same formula, charge and spin): 26.0 kcal/mol
HOMO: -1.74 eV

Which charges does Mulliken predict for the atoms? In e, they are:
1 O -0.42
2 C -0.49
3 C -0.56
4 O 0.16
5 C -0.37
6 K 0.68

Molecular formula: C18H15F3FeN2O3S
Method: DFT, ωB97M-V with the def2-TZVPD basis set

Structure (ORCA input):
```
! RIJCOSX wB97M-V def2-TZVPD def2/J DEFGRID3
* xyz 1 6
Fe 0.224 0.304 0.160
C 3.809 -0.356 -2.134
C 4.710 -0.709 -1.140
C 4.284 -0.783 0.178
C 2.962 -0.506 0.459
N 2.086 -0.190 -0.508
C 2.501 -0.100 -1.779
C 2.357 -0.527 1.801
C 3.034 -0.268 2.989
C 2.346 -0.284 4.195
C 0.984 -0.559 4.243
C 0.279 -0.826 3.070
C 0.992 -0.745 1.893
H 4.113 -0.275 -3.167
H 5.741 -0.925 -1.388
H 4.962 -1.066 0.971
H 1.760 0.205 -2.507
H 4.092 -0.032 2.968
H 2.882 -0.084 5.113
H 0.466 -0.579 5.193
H -0.771 -1.082 3.104
C -0.880 4.092 -1.144
S -0.433 2.467 -0.682
O 0.784 2.477 0.155
O -0.180 1.639 -1.872
O -1.498 1.842 0.130
H -0.621 4.226 -2.191
H -0.326 4.784 -0.514
H -1.950 4.201 -0.989
F -5.867 -0.036 -1.836
C -5.353 -1.274 -1.808
F -6.104 -2.019 -0.987
F -5.438 -1.788 -3.041
C -3.915 -1.225 -1.333
C -2.887 -1.099 -2.246
C -1.598 -0.979 -1.771
N -1.298 -0.995 -0.461
C -2.314 -1.144 0.408
C -3.628 -1.265 0.019
H -3.078 -1.085 -3.310
H -0.770 -0.870 -2.456
H -2.050 -1.174 1.457
H -4.408 -1.387 0.758
*
```

Properties
Kohn-Sham gap (spin up / spin down): 9.1 / 7.3 eV
energy relative to the best compared isomer or geometry (same formula, charge and spin): 29.2 kcal/mol
HOMO (spin up / spin down): -12.28 / -12.24 eV
expectation value of S²: 8.76

Which charges does Mulliken predict for the atoms? In e, they are:
1 Fe 0.06
2 C -0.89
3 C -0.35
4 C -0.82
5 C 1.07
6 N 0.10
7 C -0.14
8 C 0.23
9 C -0.67
10 C -0.76
11 C -0.64
12 C -0.32
13 C 0.70
14 H 0.41
15 H 0.44
16 H 0.43
17 H 0.50
18 H 0.39
19 H 0.40
20 H 0.41
21 H 0.38
22 C -1.13
23 S 1.76
24 O -0.73
25 O -0.61
26 O -0.70
27 H 0.36
28 H 0.37
29 H 0.37
30 F -0.23
31 C 0.80
32 F -0.25
33 F -0.25
34 C 0.40
35 C -0.77
36 C -0.08
37 N -0.29
38 C 0.25
39 C -0.67
40 H 0.48
41 H 0.39
42 H 0.12
43 H 0.48

Molecular formula: C33H48BBrFN9Pb
Method: DFT, ωB97M-V with the def2-TZVPD basis set

Structure (ORCA input):
```
! RIJCOSX wB97M-V def2-TZVPD def2/J DEFGRID3
* xyz 0 1
Pb -0.189 -0.587 -0.583
C 2.603 2.681 -1.557
C 2.485 2.388 -0.113
C 3.398 2.712 0.911
C 2.819 2.272 2.075
C 3.293 2.377 3.490
N 1.637 1.689 1.722
N 1.433 1.764 0.404
B 0.549 1.124 2.645
N -0.875 1.552 2.228
N -1.467 1.235 1.031
C -2.722 1.686 1.094
C -3.685 1.571 -0.025
C -2.960 2.282 2.331
C -1.771 2.140 3.032
C -1.515 2.570 4.445
N 0.647 -0.432 2.716
N 0.021 -1.273 1.841
C -0.003 -2.474 2.390
C -0.644 -3.643 1.751
C 0.636 -2.450 3.628
C 1.041 -1.134 3.788
C 1.770 -0.589 4.973
H 3.668 2.799 -1.866
H 2.112 3.608 -1.783
H 2.147 1.892 -2.168
H 4.341 3.244 0.843
H 4.177 3.055 3.545
H 3.577 1.422 3.897
H 2.525 2.821 4.146
H 0.736 1.531 3.738
H -3.275 1.098 -0.920
H -4.053 2.569 -0.280
H -4.577 1.028 0.290
H -3.888 2.675 2.680
H -2.428 2.976 4.870
H -0.715 3.316 4.525
H -1.241 1.702 5.054
H 0.012 -4.515 1.733
H -0.971 -3.436 0.725
H -1.502 -3.942 2.338
H 0.799 -3.301 4.296
H 1.940 -1.422 5.652
H 1.246 0.176 5.544
H 2.743 -0.184 4.701
C 3.849 -0.735 -1.421
N 2.857 -1.708 -0.970
C 2.979 -1.864 0.488
C 3.038 -2.966 -1.657
C 1.833 -3.887 -1.635
N 0.589 -3.325 -2.190
C 0.773 -2.988 -3.575
C -0.466 -4.304 -2.060
H 4.909 -1.091 -1.318
H 3.773 0.189 -0.866
H 3.706 -0.505 -2.490
H 3.952 -2.294 0.810
H 2.184 -2.530 0.834
H 2.857 -0.888 0.950
H 3.895 -3.541 -1.252
H 3.281 -2.756 -2.702
H 1.648 -4.159 -0.593
H 2.090 -4.808 -2.182
H 1.209 -3.815 -4.157
H 1.419 -2.108 -3.653
H -0.172 -2.723 -4.068
H -0.256 -5.239 -2.613
H -1.419 -3.891 -2.376
H -0.573 -4.569 -1.010
C -2.110 5.046 -1.893
C -1.608 3.864 -2.673
C -1.536 3.898 -4.056
C -0.992 2.838 -4.771
C -0.509 1.796 -3.980
Br 0.393 0.406 -4.867
N -0.548 1.732 -2.678
C -1.068 2.767 -2.013
H -1.353 5.859 -1.952
H -2.217 4.805 -0.854
H -3.063 5.404 -2.263
H -1.957 4.746 -4.569
H -0.881 2.827 -5.835
H -1.076 2.705 -0.940
F -6.309 -2.136 -1.765
C -4.994 -1.922 -1.436
C -4.605 -2.033 -0.112
C -3.286 -1.772 0.229
C -2.340 -1.414 -0.756
C -2.789 -1.327 -2.067
C -4.122 -1.583 -2.431
H -5.322 -2.275 0.668
H -2.988 -1.792 1.296
H -2.097 -1.057 -2.899
H -4.454 -1.448 -3.457
*
```

Properties
Kohn-Sham gap: 8.0 eV
energy relative to the best compared isomer or geometry (same formula, charge and spin): 0.0 kcal/mol
HOMO: -7.41 eV

Which charges does Mulliken predict for the atoms? In e, they are:
1 Pb 1.66
2 C -1.23
3 C 0.22
4 C -1.32
5 C 0.77
6 C -1.20
7 N 1.25
8 N 0.29
9 B -2.11
10 N -0.19
11 N 1.17
12 C 0.35
13 C -1.37
14 C -1.84
15 C 1.08
16 C -1.46
17 N 0.59
18 N 0.63
19 C 0.15
20 C -1.01
21 C -1.42
22 C 0.97
23 C -1.32
24 H 0.35
25 H 0.36
26 H 0.04
27 H 0.44
28 H 0.38
29 H 0.06
30 H 0.24
31 H -0.24
32 H 0.01
33 H 0.39
34 H 0.41
35 H 0.54
36 H 0.38
37 H 0.22
38 H 0.26
39 H 0.35
40 H -0.26
41 H 0.42
42 H 0.44
43 H 0.42
44 H 0.22
45 H 0.15
46 C -0.99
47 N 1.43
48 C -0.87
49 C -1.42
50 C -1.02
51 N 1.14
52 C -1.08
53 C -1.19
54 H 0.32
55 H 0.08
56 H 0.23
57 H 0.34
58 H 0.14
59 H -0.07
60 H 0.39
61 H 0.49
62 H 0.27
63 H 0.44
64 H 0.25
65 H 0.10
66 H 0.38
67 H 0.39
68 H 0.24
69 H 0.25
70 C -1.77
71 C 0.32
72 C -0.45
73 C -1.02
74 C 0.19
75 Br -0.10
76 N 0.38
77 C -0.27
78 H 0.34
79 H 0.38
80 H 0.43
81 H 0.45
82 H 0.50
83 H 0.39
84 F -0.37
85 C 0.31
86 C -0.79
87 C -0.21
88 C 0.43
89 C -0.41
90 C -0.58
91 H 0.41
92 H 0.35
93 H 0.10
94 H 0.47

Molecular formula: C6H12BClN3O6S
Method: DFT, ωB97M-V with the def2-TZVPD basis set

Structure (ORCA input):
```
! RIJCOSX wB97M-V def2-TZVPD def2/J DEFGRID3
* xyz -1 1
C 2.547 1.118 0.485
B 1.584 1.203 -0.672
O 1.911 1.254 -1.985
N 0.161 1.343 -0.192
C -0.761 0.456 -0.278
N -2.014 0.771 0.253
C -2.935 -0.254 -0.282
C -1.987 -1.385 -0.658
Cl -2.673 -2.226 -2.069
N -0.669 -0.785 -0.897
S 0.461 -1.966 -0.120
C 0.005 -3.620 -0.597
O 0.405 -1.891 1.289
O 1.750 -1.751 -0.634
H 1.942 1.422 1.332
H 2.939 0.130 0.693
H 3.344 1.840 0.369
H 2.523 0.520 -2.136
H -0.108 2.244 0.291
H -2.234 1.615 -0.272
H -3.619 0.068 -1.048
H -3.474 -0.641 0.572
H -1.999 -2.029 0.208
H -0.740 -3.992 0.086
H -0.434 -3.622 -1.585
H 0.904 -4.213 -0.621
C 0.790 3.631 2.156
O 0.333 4.010 3.265
O 2.056 3.530 1.890
O -0.009 3.218 1.157
*
```

Properties
Kohn-Sham gap: 3.5 eV
HOMO: -1.91 eV

Which charges does Mulliken predict for the atoms? In e, they are:
1 C -0.80
2 B 0.45
3 O -0.60
4 N -0.03
5 C 0.16
6 N -0.36
7 C -0.97
8 C 0.18
9 Cl -0.20
10 N -0.05
11 S 1.22
12 C -1.13
13 O -0.60
14 O -0.66
15 H 0.27
16 H 0.34
17 H 0.28
18 H 0.32
19 H 0.50
20 H 0.29
21 H 0.37
22 H 0.33
23 H 0.40
24 H 0.36
25 H 0.35
26 H 0.42
27 C 0.52
28 O -0.78
29 O -0.77
30 O -0.82

Computed max |F| (eV/Å) in order:
3.907; 1.408; 1.308; 5.807
Computed E (eV) in order:
-23524.498; -81400.822; -127097.138; -47205.570